Density functional theory data (the ωB97M-V functional and the def2-TZVPD basis) for one molecule with the formula C6H9NO in a non-equilibrium geometry.

Computed properties:
**M**: 111.1 g/mol
**Frontier orbital gap**: 8.92 eV
**Strongest force on any atom**: 3.35 eV/Å
**SMILES**: C=N/C=C/CCC=O
**LUMO energy**: 0.60 eV
**Energy above the lowest of the compared OMol25 structures with the same formula, charge and spin**: 312.5 kJ/mol

Geometry (Å):
O -2.54 -1.85 -2.21
C -1.37 -1.77 -2.04
C -0.90 -1.81 -0.62
C -1.10 -0.57 0.28
C -0.06 0.43 0.11
C 0.51 1.24 1.05
N 1.39 2.18 0.60
C 2.49 2.48 1.12
H -0.61 -1.52 -2.87
H -1.21 -2.69 -0.10
H 0.22 -2.03 -0.66
H -1.05 -1.10 1.17
H -2.10 -0.12 0.19
H 0.30 0.46 -0.90
H 0.10 1.40 2.14
H 2.90 3.52 0.94
H 3.03 1.73 1.80